[1]
This record from the OMol25 dataset describes a cluster of 2 separate species, C6H12N2 in total. The level of theory is ωB97M-V/def2-TZVPD.

Each line ends with the natural charge from an NBO analysis.
Cartesian coordinates (Å):
C 0.609 0.676 0.485  -0.114
C 1.647 -0.247 1.071  -0.655
C -0.554 -1.390 -0.611  0.124
N 0.990 1.369 -0.727  -0.875
N -1.739 1.669 -0.429  -0.856
C -1.670 -0.782 -0.244  -0.318
C -1.664 0.540 0.357  0.065
C 0.212 -2.442 -0.813  -0.518
H 0.337 1.426 1.229  0.176
H 1.325 0.716 -1.429  0.359
H 1.696 2.090 -0.578  0.362
H -0.911 1.816 -1.025  0.426
H -2.332 2.420 -0.100  0.386
H -2.638 -1.266 -0.413  0.206
H -2.219 0.635 1.292  0.189
H 2.058 -0.930 0.324  0.200
H 1.221 -0.845 1.880  0.217
H 2.499 0.323 1.473  0.196
H 0.030 -3.388 -0.311  0.221
H 1.101 -2.391 -1.432  0.209



[2]
This record from the OMol25 dataset describes a structure of composition C22H22BrN6STl. The level of theory is ωB97M-V/def2-TZVPD.

Each line ends with the Löwdin charge.
Cartesian coordinates (Å):
Tl -0.540 0.526 0.471  0.883
C 4.887 -0.248 3.185  -0.089
C 4.241 1.103 3.467  -0.239
N 2.785 1.051 3.536  -0.028
C 1.981 0.866 2.477  -0.785
S 0.280 0.682 2.865  0.649
N 2.585 0.841 1.303  0.009
N 1.792 0.693 0.228  -0.062
C 2.312 0.587 -0.936  -0.246
C 3.787 0.614 -1.182  -0.013
C 1.375 0.410 -2.076  -0.213
C 1.817 0.208 -3.372  0.002
C 0.882 0.023 -4.381  -0.035
C -0.466 0.048 -4.078  -0.026
C -0.833 0.261 -2.758  -0.076
N 0.074 0.439 -1.806  0.035
H 5.974 -0.152 3.191  0.072
H 4.574 -0.622 2.211  0.057
H 4.602 -0.978 3.944  0.075
H 4.524 1.827 2.704  0.108
H 4.578 1.486 4.429  0.113
H 2.341 0.994 4.437  0.113
H 4.307 0.802 -0.250  0.064
H 4.042 1.396 -1.901  0.093
H 4.123 -0.341 -1.592  0.096
H 2.876 0.187 -3.589  0.112
H 1.208 -0.143 -5.399  0.116
H -1.221 -0.098 -4.837  0.114
H -1.870 0.290 -2.436  0.121
Br -1.770 -6.845 -0.023  0.684
C -1.923 -4.951 0.046  -0.720
C -3.164 -4.350 -0.035  -0.140
C -3.284 -2.970 0.012  -0.026
C -2.150 -2.142 0.139  -0.314
C -0.901 -2.797 0.228  -0.057
C -0.784 -4.171 0.183  -0.144
N -2.220 -0.784 0.150  -0.121
C -3.408 -0.035 0.078  -0.159
C -3.373 1.318 0.075  -0.322
C -4.565 2.146 0.035  -0.055
C -4.477 3.487 0.040  -0.104
C -3.187 4.134 0.098  -0.116
C -2.090 3.349 0.158  -0.189
N -2.137 1.987 0.138  -0.087
H -4.051 -4.963 -0.134  0.099
H -4.268 -2.530 -0.053  0.091
H 0.000 -2.199 0.348  0.078
H 0.189 -4.638 0.258  0.098
H -4.365 -0.534 0.068  0.093
H -5.526 1.647 0.005  0.107
H -5.377 4.089 0.009  0.096
H -3.089 5.210 0.103  0.084
H -1.100 3.788 0.221  0.103



[3]
This record from the OMol25 dataset describes a cluster of 2 separate species, C4H14N2 in total. The level of theory is ωB97M-V/def2-TZVPD.

Each line ends with the natural charge from an NBO analysis.
Cartesian coordinates (Å):
C 0.924 1.220 -1.710  -0.421
N -0.256 0.412 -1.534  -0.640
C -0.162 -0.874 -2.200  -0.414
H 1.783 0.766 -1.206  0.199
H 1.208 1.383 -2.764  0.163
H 0.795 2.209 -1.267  0.204
H -1.101 0.892 -1.804  0.361
H 0.104 -0.771 -3.256  0.167
H -1.119 -1.400 -2.121  0.201
H 0.587 -1.490 -1.688  0.193
C -0.644 0.898 2.313  -0.414
N 0.301 0.013 1.605  -0.655
C 0.060 -1.417 1.810  -0.415
H -0.971 0.411 3.237  0.185
H -0.131 1.804 2.631  0.190
H -1.509 1.167 1.701  0.171
H 0.173 0.187 0.614  0.381
H -0.635 -1.593 2.627  0.181
H 0.986 -1.920 2.072  0.187
H -0.393 -1.897 0.938  0.175



Number 1: F_max 0.0493 Eh/bohr, frontier orbital gap 7.87 eV. Number 2: F_max 0.0205 Eh/bohr, frontier orbital gap 4.43 eV. Number 3: F_max 0.0138 Eh/bohr, frontier orbital gap 9.31 eV.